# C4H10NO

A 2-piece molecular cluster, C4H10NO overall at a distorted geometry (ωB97M-V/def2-TZVPD, OMol25).

Each line ends with the Löwdin spin population.
Cartesian coordinates (Å):
O 0.739 1.149 1.217  0.000
C 0.578 0.026 1.651  0.001
C -0.637 -0.782 1.377  0.001
C -0.332 -1.981 0.468  0.002
H 1.422 -0.443 2.176  0.000
H -1.424 -0.193 0.920  0.000
H -1.020 -1.157 2.335  0.000
H -0.027 -1.576 -0.499  0.001
H -1.234 -2.550 0.254  0.000
H 0.439 -2.674 0.807  0.000
C 0.057 2.258 -2.108  0.592
N 0.361 1.111 -1.463  0.294
H -0.195 3.135 -1.534  0.048
H 0.025 2.268 -3.188  0.048
H 0.779 0.351 -1.970  0.007
H 0.468 1.057 -0.444  0.004

The molar mass is 88.13 Da. As for the multiplicity: 2. For the relative energy (zero: lowest compared OMol25 entry of this formula, charge and spin), the calculation gives 39.3 kJ/mol. As for the HOMO-LUMO gap (alpha / beta): 0.2225 / 0.4040 hartree. The charge is 0. As for the HOMO energy (alpha / beta): -5.4 / -10.4 eV. The total energy comes out at -7845.3694 eV.

---

# C37H54BMnN6

C37H54BMnN6 as an isolated structure at a distorted geometry (ωB97M-V/def2-TZVPD, OMol25).

Each line ends with the Löwdin spin population.
Cartesian coordinates (Å):
Mn 0.180 -1.452 0.188  1.020
C 2.192 -3.704 0.282  0.000
C 2.575 -2.900 -0.943  -0.001
N 2.104 -1.515 -0.818  0.001
C 2.990 -0.624 -0.053  -0.001
C 2.693 -0.655 1.418  -0.004
C 3.586 -0.274 2.404  0.000
C 3.147 -0.271 3.723  -0.004
C 1.845 -0.648 4.019  0.000
C 1.013 -1.023 2.973  -0.004
C -0.430 -1.403 3.157  0.000
N -1.018 -1.975 1.928  0.004
C -1.138 -3.441 1.961  0.000
C 0.221 -4.070 1.740  0.001
N 0.738 -3.592 0.451  -0.001
N 1.446 -1.020 1.716  -0.010
H 2.668 -3.300 1.178  0.000
H 2.527 -4.743 0.179  0.000
H 2.089 -3.328 -1.824  0.000
H 3.657 -2.951 -1.113  0.000
H 2.002 -1.121 -1.751  0.002
H 2.794 0.393 -0.405  -0.001
H 4.049 -0.842 -0.238  0.000
H 4.594 0.016 2.146  0.000
H 3.818 0.029 4.516  0.000
H 1.477 -0.651 5.035  0.000
H -0.994 -0.506 3.424  0.000
H -0.526 -2.100 3.998  0.000
H -1.948 -1.571 1.837  0.004
H -1.808 -3.734 1.146  0.000
H -1.584 -3.795 2.898  0.000
H 0.146 -5.162 1.787  0.000
H 0.924 -3.765 2.518  0.000
H 0.294 -4.122 -0.296  0.000
C -0.509 4.527 2.184  0.000
C -0.028 3.119 2.554  0.000
C 1.149 2.720 1.667  0.000
C -1.187 2.135 2.677  0.000
C -1.725 1.972 3.956  0.000
C -2.802 1.137 4.189  0.000
C -3.376 0.447 3.130  0.000
C -2.883 0.585 1.837  0.000
C -3.535 -0.134 0.666  0.001
C -4.385 0.831 -0.164  0.000
C -4.383 -1.339 1.069  0.000
C -1.778 1.424 1.625  0.000
N -1.238 1.512 0.317  -0.001
B -0.399 0.527 -0.353  -0.004
N -0.177 1.181 -1.634  -0.002
C -0.820 2.423 -1.678  0.000
C -1.457 2.614 -0.512  -0.001
C 0.517 0.600 -2.724  0.000
C -0.048 -0.545 -3.310  0.000
C 0.696 -1.244 -4.256  0.000
C 1.944 -0.787 -4.657  0.000
C 2.442 0.395 -4.134  0.001
C 1.747 1.110 -3.161  0.000
C 2.291 2.435 -2.662  0.000
C 2.066 3.507 -3.733  0.000
C 3.771 2.401 -2.279  0.000
C -1.467 -0.983 -2.991  0.000
C -2.314 -0.994 -4.266  0.000
C -1.544 -2.341 -2.299  0.000
H 0.256 5.260 2.440  0.000
H -1.422 4.795 2.717  0.000
H -0.698 4.609 1.114  0.000
H 0.366 3.186 3.574  0.000
H 0.890 2.735 0.609  0.000
H 1.519 1.728 1.916  0.000
H 1.963 3.431 1.823  0.000
H -1.284 2.518 4.781  0.000
H -3.203 1.030 5.188  0.000
H -4.228 -0.191 3.319  0.000
H -2.723 -0.495 0.016  0.001
H -5.178 1.258 0.452  0.000
H -4.854 0.303 -0.995  0.000
H -3.791 1.646 -0.574  0.000
H -5.292 -1.038 1.591  0.000
H -3.857 -2.045 1.719  0.000
H -4.692 -1.881 0.175  0.000
H -0.806 3.051 -2.552  0.000
H -2.078 3.441 -0.215  0.000
H 0.286 -2.138 -4.709  0.000
H 2.509 -1.333 -5.399  0.000
H 3.394 0.770 -4.488  0.000
H 1.720 2.721 -1.777  0.000
H 2.631 3.274 -4.637  0.000
H 2.394 4.483 -3.374  0.000
H 1.015 3.584 -4.013  0.000
H 4.404 2.155 -3.133  0.000
H 3.987 1.684 -1.486  0.000
H 4.078 3.383 -1.920  0.000
H -1.893 -0.242 -2.313  0.000
H -1.959 -1.738 -4.980  0.000
H -2.288 -0.023 -4.759  0.000
H -3.352 -1.227 -4.031  0.000
H -0.982 -3.106 -2.840  0.000
H -2.578 -2.676 -2.215  0.000
H -1.142 -2.329 -1.267  0.000

The molar mass is 648.63 Da. As for the multiplicity: 2. As for the HOMO-LUMO gap (alpha / beta): 0.2822 / 0.2754 hartree. The charge is +1. As for the HOMO energy (alpha / beta): -9.7 / -9.5 eV. The total energy comes out at -80180.4220 eV.

---

Question: Look up the multiplicity of the second one.
Answer: 2

---

Question: Which of these has the lowest total energy?
Answer: C37H54BMnN6

---

Question: Number 1 is which compound?
Answer: C4H10NO